1.
20
Properties=species:S:1:pos:R:3:mulliken_charge:R:1 method="wB97M-V/def2-TZVPD" energy_ha=-324.43303 homo_lumo_gap_ev=9.300 smiles="C=CN.NCCN" multiplicity=1
C -0.486 -1.329 -1.175 -0.98
C -1.038 -1.094 -2.355 0.32
N -0.352 -0.914 -3.556 -0.52
H 0.583 -1.379 -1.007 0.22
H -1.083 -1.529 -0.298 0.19
H -2.120 -1.097 -2.441 0.31
H 0.626 -0.692 -3.434 0.22
H -0.789 -0.256 -4.182 0.23
N 0.633 -1.054 2.079 -0.55
C -0.022 0.260 2.016 -0.60
C 0.881 1.285 1.378 -0.35
N 0.133 2.520 1.134 -0.57
H -0.018 -1.726 2.472 0.22
H 1.395 -1.003 2.749 0.22
H -0.326 0.618 3.010 0.39
H -0.937 0.175 1.432 0.35
H 1.771 1.439 2.011 0.25
H 1.233 0.907 0.415 0.22
H -0.268 2.877 1.992 0.21
H 0.723 3.243 0.744 0.22

2.
21
Properties=species:S:1:pos:R:3:mulliken_charge:R:1 method="wB97M-V/def2-TZVPD" energy_ha=-366.15564 homo_lumo_gap_ev=3.884 multiplicity=1
C 0.106 1.485 -0.143 -0.24
C -0.050 0.565 -1.337 -0.82
C -0.122 -0.853 -0.815 -0.59
C -1.443 -1.188 -0.322 -0.01
C -1.777 -1.004 1.008 -0.29
C -1.016 -0.913 2.124 -0.54
N 1.408 1.331 0.385 -0.39
H -0.632 1.114 0.606 0.09
H -0.145 2.489 -0.503 0.37
H 0.876 0.617 -1.975 0.36
H -0.900 0.942 -1.937 0.48
H 0.422 -0.827 0.102 0.12
H -2.200 -1.447 -1.057 0.39
H -2.893 -1.006 1.182 0.23
H 0.003 -0.664 1.996 0.44
H -1.563 -0.783 3.078 0.27
H 1.688 2.111 1.102 0.18
H 1.966 0.535 0.180 0.22
H 3.398 -0.439 -1.218 0.13
H 0.426 -1.647 -1.347 0.46
O 2.448 -0.418 -1.109 -0.87

3.
90
Properties=species:S:1:pos:R:3:mulliken_charge:R:1 method="wB97M-V/def2-TZVPD" charge=+1 energy_ha=-5109.86669 homo_lumo_gap_ev=8.225 multiplicity=1
Na 0.074 0.168 -1.327 0.15
C 1.598 1.644 1.078 -1.00
C 2.395 1.958 -0.199 -1.27
O 2.192 1.000 -1.210 0.04
C 3.074 -0.098 -1.216 -0.89
C 2.638 -1.229 -0.288 -0.74
O 1.302 -1.516 -0.601 0.22
C 0.706 -2.425 0.287 0.13
C -0.767 -2.549 -0.076 -1.11
O -1.202 -1.262 -0.424 0.66
C -2.587 -1.152 -0.615 -0.73
C -2.811 0.184 -1.331 -0.73
O -1.881 1.161 -0.931 0.14
C -2.006 1.578 0.416 -0.08
C -0.696 2.215 0.842 -1.15
O 0.295 1.216 0.763 1.81
H 1.581 2.523 1.731 0.61
H 2.069 0.821 1.619 0.08
H 3.463 2.058 0.039 0.57
H 2.036 2.904 -0.616 0.23
H 4.096 0.218 -0.960 0.51
H 3.051 -0.477 -2.239 0.33
H 2.725 -0.942 0.766 0.22
H 3.282 -2.103 -0.458 0.48
H 0.782 -2.034 1.309 -0.88
H 1.188 -3.408 0.239 0.55
H -1.318 -2.930 0.792 0.30
H -0.915 -3.229 -0.922 0.67
H -3.104 -1.195 0.351 -0.10
H -2.963 -1.971 -1.238 0.51
H -3.845 0.522 -1.181 0.64
H -2.624 0.046 -2.401 -0.02
H -2.182 0.726 1.071 -0.55
H -2.825 2.302 0.516 0.58
H -0.798 2.565 1.877 0.53
H -0.454 3.061 0.188 0.57
C 2.294 3.694 -3.668 -1.07
C 0.822 4.050 -3.738 -0.71
S -0.123 3.036 -2.514 0.68
O -0.097 1.643 -3.028 -0.56
C -1.795 3.699 -2.933 -0.37
C -2.116 4.910 -2.076 -1.20
H 2.858 4.244 -4.419 0.45
H 2.422 2.627 -3.842 0.23
H 2.708 3.938 -2.692 0.26
H 0.414 3.847 -4.726 0.41
H 0.655 5.093 -3.470 0.44
H -2.475 2.877 -2.728 0.05
H -1.819 3.928 -3.996 0.55
H -2.098 4.640 -1.021 0.27
H -3.108 5.287 -2.315 0.40
H -1.403 5.713 -2.246 0.32
Se -0.763 -0.436 -4.394 0.39
N 0.089 -1.381 -3.218 0.08
C 0.728 -2.371 -3.849 0.68
C 1.527 -3.359 -3.247 0.16
C 2.116 -4.302 -4.039 -0.83
C 1.943 -4.302 -5.439 -0.59
C 1.179 -3.359 -6.063 -0.81
C 0.545 -2.378 -5.278 0.07
N -0.249 -1.410 -5.731 -0.84
H 1.655 -3.356 -2.179 0.36
H 2.728 -5.075 -3.593 0.45
H 2.436 -5.067 -6.020 0.39
H 1.051 -3.346 -7.133 0.48
C 0.458 -3.427 5.645 -1.35
C 0.843 -2.559 4.456 0.00
O -0.006 -1.423 4.424 -0.22
P -0.191 -0.493 3.059 0.15
O -1.717 -0.837 2.640 -0.36
C -2.799 -0.905 3.575 -0.15
C -3.430 -2.288 3.572 -1.27
O -0.502 0.914 3.846 -0.40
C 0.518 1.583 4.570 -0.07
C 0.076 1.813 6.003 -1.50
H 1.167 -4.246 5.747 0.42
H -0.541 -3.836 5.516 0.28
H 0.474 -2.829 6.551 0.31
H 0.763 -3.134 3.525 0.19
H 1.884 -2.230 4.564 0.32
H -3.534 -0.153 3.269 0.35
H -2.440 -0.660 4.576 0.24
H -3.739 -2.572 2.568 0.29
H -4.303 -2.284 4.219 0.45
H -2.725 -3.028 3.940 0.21
H 0.705 2.548 4.079 0.28
H 1.447 1.004 4.552 0.34
H -0.863 2.361 6.016 0.33
H 0.834 2.387 6.528 0.43
H -0.071 0.862 6.507 0.31

4.
62
Properties=species:S:1:pos:R:3:mulliken_spin:R:1 method="wB97M-V/def2-TZVPD" energy_ha=-3574.32434 homo_lumo_gap_ev="6.683 / 6.865" s2=0.757 multiplicity=2
Cr 0.473 -0.299 -0.728 0.98
Cl 5.935 3.215 1.467 0.00
C 4.902 2.126 0.599 0.00
C 3.635 1.869 1.103 0.01
C 2.783 1.001 0.432 -0.01
N 1.528 0.565 0.874 0.00
C 0.843 1.279 1.780 -0.02
O 0.980 2.477 2.052 0.00
C -0.176 0.483 2.567 0.00
C -0.959 1.154 3.504 0.00
C -1.870 0.438 4.261 0.00
C -1.952 -0.935 4.073 0.00
C -1.123 -1.517 3.126 0.00
N -0.263 -0.834 2.379 0.00
C 3.244 0.367 -0.746 0.02
C 4.515 0.621 -1.240 0.00
C 5.337 1.520 -0.573 0.00
Cl 6.895 1.878 -1.233 0.00
N 2.316 -0.546 -1.230 -0.04
C 2.655 -1.713 -1.821 0.04
O 3.685 -2.007 -2.406 0.02
C 1.572 -2.717 -1.548 -0.01
C 1.605 -4.001 -2.059 -0.01
C 0.631 -4.906 -1.676 0.01
C -0.331 -4.487 -0.764 -0.01
C -0.297 -3.185 -0.309 0.01
N 0.618 -2.297 -0.697 -0.03
H 3.323 2.340 2.022 0.00
H -0.818 2.220 3.622 0.00
H -2.489 0.937 4.995 0.00
H -2.634 -1.541 4.655 0.00
H -1.142 -2.591 2.963 0.00
H 4.861 0.119 -2.130 0.00
H 2.397 -4.257 -2.750 0.00
H 0.629 -5.915 -2.063 0.00
H -1.102 -5.161 -0.416 0.00
H -1.019 -2.836 0.420 0.00
C -4.281 -0.655 -0.360 0.00
N -3.714 0.671 -0.186 0.00
C -4.560 1.684 0.420 0.00
C -2.353 0.802 -0.186 0.00
N -1.527 -0.180 -0.267 -0.01
N -1.893 2.103 -0.104 0.00
C -0.679 2.581 -0.568 0.00
N -0.553 3.943 -0.458 0.00
N 0.175 1.819 -1.132 -0.01
H -5.320 -0.547 -0.660 0.00
H -4.237 -1.257 0.556 0.00
H -3.762 -1.179 -1.162 0.00
H -5.596 1.374 0.317 0.00
H -4.460 2.646 -0.087 0.00
H -4.353 1.814 1.488 0.00
H -1.996 -1.071 -0.326 0.00
H -2.532 2.802 0.226 0.00
H -1.046 4.380 0.304 0.00
H 0.403 4.258 -0.495 0.00
H 0.988 2.332 -1.455 0.00
C 0.442 -0.227 -3.702 0.00
O -0.178 -0.568 -2.502 0.03
H -0.113 0.572 -4.217 0.00
H 0.481 -1.091 -4.382 0.00
H 1.473 0.128 -3.563 0.00

Record-wise energy relative to the best compared isomer or geometry (same formula, charge and spin) values, in kcal per mole: 26.3 174.6 22.2 0.0